# 1
71
Properties=species:S:1:pos:R:3:lowdin_spin:R:1 method="wB97M-V/def2-TZVPD" homo_energy_ev="-9.493 / -10.388" energy_ev=-73889.1064 charge=+1 multiplicity=2
H -0.80117 1.38069 6.37083 0.00
C -0.31416 1.65621 -0.96006 0.16
H -2.72300 3.61000 0.33248 0.00
N -0.40409 2.08713 4.41240 0.00
C -1.18145 3.72293 -1.79692 0.01
O 1.85375 0.31843 1.20919 0.04
H 4.94594 -2.50975 1.06828 0.00
H -2.30221 1.98537 0.85966 0.00
C -0.10731 3.84039 -2.66245 -0.01
H -2.15105 3.26547 4.45124 0.00
P -0.25098 -2.82604 -1.39065 0.04
O 0.15311 -4.33419 -1.21177 0.01
C 2.49396 -0.63270 1.70422 0.01
O -0.68674 1.23434 2.35379 0.08
H 0.07039 2.91266 6.25403 0.00
C -4.25270 2.84297 -1.73359 0.00
C 1.09230 -4.98244 -2.11781 0.00
H 5.40794 -1.58292 2.50521 0.00
C 0.88061 2.86885 -2.67342 0.01
Sn -0.25802 -0.06440 0.35617 0.30
S -1.75606 -2.39359 -0.18344 0.19
H 1.73336 2.96151 -3.33363 0.00
H 2.34100 -1.80091 3.53199 0.00
H -4.31249 3.90122 -1.47349 0.00
C -0.25759 1.11846 3.50963 0.01
H -0.61731 4.16040 4.47905 0.00
H -0.65254 -0.68062 -3.04390 0.00
C 4.56307 -1.94758 1.92043 0.00
H -5.25733 2.50046 -1.98215 0.00
C 4.46586 0.04536 0.48496 0.00
H 1.67508 -4.22107 -2.63966 0.00
H 1.76144 -5.54735 -1.47159 0.00
H -1.40373 -2.40089 -5.46585 0.00
C 0.43900 -0.15891 3.97284 0.00
C 0.35011 -5.87884 -3.07722 0.00
H 5.40151 0.38636 0.92708 0.00
H -0.35428 -5.30225 -3.67411 0.00
H -1.93832 4.49878 -1.77974 0.00
C -2.53091 2.59246 -0.01917 0.00
C -3.75566 0.66801 -0.83940 0.00
H 1.62731 -2.55196 2.09351 0.00
N -3.75938 2.08829 -0.60358 0.00
C -1.31578 2.63354 -0.93421 0.01
H 0.18854 -1.67466 -5.18556 0.00
H 4.68334 -0.51320 -0.42654 0.00
H 3.97517 -2.62095 2.53331 0.00
H 1.44218 0.08787 4.33176 0.00
C -0.87875 -1.57248 -4.99183 0.00
C -0.03579 1.92476 5.81357 0.00
C 1.76408 -1.60728 2.62491 0.00
H -3.51373 0.13808 0.08604 0.00
N 3.77568 -0.82345 1.43357 0.00
H -0.12102 -0.57859 4.81333 0.00
H -4.74731 0.34367 -1.15738 0.00
H -1.17361 3.39499 2.97697 0.00
H -0.19461 -6.65201 -2.53725 0.00
H -3.62859 2.74916 -2.63634 0.00
H 1.06253 -6.36089 -3.74774 0.00
O -0.62959 -2.76251 -2.92829 0.00
C -1.13434 3.30085 4.05662 0.00
H -1.22373 -0.64129 -5.44218 0.00
C 0.77801 1.78010 -1.81921 0.02
S 1.33439 -1.60721 -1.07715 0.05
H -3.04077 0.34653 -1.61548 0.00
C -1.14617 -1.53966 -3.50852 0.00
H -2.21216 -1.49600 -3.28349 0.00
H 3.84055 0.89853 0.24870 0.00
H 1.55865 1.03050 -1.83232 0.00
O 0.48399 -1.11749 2.94044 0.04
H -0.03583 4.69626 -3.32083 0.00
H 0.91740 1.41249 5.92170 0.00

# 2
105
Properties=species:S:1:pos:R:3:lowdin_charge:R:1 method="wB97M-V/def2-TZVPD" homo_energy_ev=-11.253 energy_ev=-114377.9080 charge=+1
C 19.19165 12.94422 10.75640 0.01
C 15.80891 19.25588 11.28999 -0.47
C 16.68004 12.97609 16.44727 -0.09
H 12.22848 17.08100 10.58697 0.14
H 12.43202 18.99909 12.22330 0.11
H 18.04867 14.60238 15.89802 0.14
H 8.68157 18.06825 7.59591 0.13
C 10.22648 11.10786 15.45314 0.00
C 9.94979 15.31644 9.17687 -0.38
H 15.95503 17.35784 9.45464 0.12
H 17.22144 14.72446 13.56784 0.10
H 9.35775 15.28257 13.18138 0.11
C 17.96924 11.10551 9.79998 -0.03
H 14.59910 11.35313 14.35278 0.09
C 10.98867 18.23437 13.59582 -0.07
H 9.48944 10.42238 7.30398 0.12
H 10.08868 11.95904 16.12404 0.13
H 11.36873 8.21498 13.24979 0.10
C 10.51991 10.45845 9.26265 -0.13
C 15.59294 17.77502 11.50712 -0.11
C 16.76877 14.00491 14.28427 -0.08
C 10.72378 16.11259 11.79548 -0.43
F 21.12399 10.69898 10.71280 0.11
C 9.83743 9.83980 15.76752 -0.07
C 10.36605 10.35984 10.65175 -0.38
H 11.87066 8.43160 9.78163 0.10
H 18.13710 14.41382 11.83114 0.10
C 15.74294 12.05531 15.95751 0.00
C 16.81786 12.74276 11.17057 -0.36
C 11.62729 17.12307 11.52875 -0.05
C 8.15791 9.97840 8.97797 -0.08
C 9.41564 10.30156 8.40705 -0.06
C 19.17107 11.73205 10.03495 -0.10
C 15.69015 15.48605 10.52388 -0.07
F 15.06130 19.72594 10.19661 0.08
C 10.91910 9.02887 13.79345 -0.06
C 15.04252 8.03002 12.00028 -0.08
C 9.12591 10.05320 11.17912 -0.05
H 9.81076 7.76613 15.13069 0.12
C 8.06300 9.78950 10.30691 -0.09
C 15.84366 13.06340 13.71628 -0.33
H 14.90305 17.89706 13.54704 0.14
H 15.81015 6.71181 10.43057 0.10
F 21.35155 11.98049 8.96525 0.10
C 9.97738 16.15599 12.94717 -0.09
C 8.89544 16.08976 6.65206 -0.05
H 15.22666 11.33225 16.60624 0.13
O 10.84592 13.62799 14.87430 0.08
P 15.27492 13.11198 11.99173 1.11
F 18.44364 13.19202 18.05585 0.12
H 15.97542 8.09697 12.59617 0.12
H 11.55929 10.62587 8.90095 0.12
C 13.78993 7.37817 10.00497 -0.06
H 11.15268 18.97706 14.36806 0.12
Be 12.31005 12.89460 11.83849 0.05
F 15.42962 20.03234 12.37223 0.09
C 9.86312 14.41049 8.13609 -0.08
O 12.40602 13.11768 13.37242 -0.09
C 12.80295 8.31852 10.36806 -0.08
C 11.36141 12.82056 14.10835 -0.53
H 13.65684 6.70674 9.16232 0.10
H 9.58868 17.15756 14.79624 0.11
C 9.55682 16.63059 8.91742 -0.07
C 9.01936 17.01917 7.68562 -0.05
H 15.88052 14.86046 9.65228 0.12
S 10.40107 14.67854 10.79419 1.17
H 9.27337 9.68953 16.71681 0.13
C 10.16215 17.17297 13.89931 -0.03
H 14.60289 15.39787 13.71751 0.12
C 14.98052 7.29295 10.77988 -0.05
F 17.10100 19.65215 11.03620 0.12
C 15.28756 14.94756 11.76370 -0.38
C 11.23473 10.38140 13.38534 -0.31
H 15.89432 11.03552 10.18666 0.11
C 12.94007 9.18888 11.49300 -0.34
F 20.36614 9.98688 8.80038 0.13
C 9.33008 14.78063 6.87458 -0.04
H 9.01764 9.91207 12.27543 0.12
H 9.51606 17.42200 9.64593 0.11
C 16.83798 11.61661 10.34196 -0.10
H 9.22763 14.10143 6.08449 0.09
C 15.78668 16.87457 10.41417 0.00
H 7.31899 9.71697 8.29122 0.13
H 10.29751 13.38984 8.22802 0.11
C 18.04705 13.47820 11.29135 -0.04
C 14.00559 8.87264 12.39081 -0.10
F 16.69758 11.83818 18.51456 0.12
C 11.00832 11.39839 14.29685 -0.13
C 15.09193 17.19254 12.69101 0.01
C 10.12724 8.79428 14.92413 -0.06
N 11.86878 13.86840 10.68549 -0.27
H 8.43444 16.40763 5.71608 0.12
H 20.12039 13.38394 11.07304 0.13
C 14.93326 15.79846 12.75865 -0.11
H 17.85693 10.15439 9.27502 0.13
F 16.53239 14.01388 18.64120 0.12
C 20.45550 11.09882 9.57864 -0.48
C 17.09195 12.99038 17.91516 -0.51
H 12.26461 13.91912 9.75621 0.05
P 11.79348 10.57918 11.70744 1.12
C 15.38586 12.08051 14.60535 -0.07
C 11.71257 18.22282 12.44691 -0.05
H 7.14602 9.37760 10.73110 0.12
H 13.98084 9.15842 13.44648 0.10
C 17.20904 13.96902 15.57598 0.00

# 3
19
Properties=species:S:1:pos:R:3:lowdin_charge:R:1 method="wB97M-V/def2-TZVPD" smiles="C/N=N/C/[N+](C)=N/C" homo_energy_ev="-12.737 / -12.736" energy_ev=-10275.3423 charge=+1
C -1.47000 -0.87226 -1.09940 0.01
N 1.67514 -1.05815 0.35668 0.07
N 1.83444 0.11312 0.22608 -0.09
H 3.97021 0.55001 0.47313 0.15
N -0.85129 -0.63127 0.17712 -0.17
H -2.68413 1.27872 1.48665 0.14
H 0.21953 -1.45441 1.75419 0.16
C -2.04408 1.42093 0.58308 -0.02
H -1.53495 2.33994 0.49485 0.09
C 0.19762 -1.48214 0.60960 -0.12
H 0.29954 -2.49981 0.18311 0.14
H -1.92936 -0.03884 -1.62458 0.08
H 2.70782 1.85225 0.15346 0.06
N -0.96221 0.48701 0.73938 0.10
C 2.98347 0.87254 -0.14373 -0.06
H 3.05172 0.67705 -1.23805 0.11
H -2.49768 1.31000 -0.42230 0.08
H -0.64737 -1.21260 -1.76610 0.12
H -2.31840 -1.65211 -0.94317 0.16

# 4
103
Properties=species:S:1:pos:R:3:lowdin_charge:R:1 method="wB97M-V/def2-TZVPD" homo_energy_ev=-4.843 energy_ev=-212617.3336 charge=-1
H 6.42519 -2.89149 2.98476 0.10
C 3.16457 -2.08990 3.20433 -0.48
N -1.21034 0.29088 -2.31552 -0.03
S -0.72593 -0.70915 2.77631 0.51
C -1.96389 2.14040 0.64128 -0.32
C -1.91825 2.99211 1.75017 -0.27
H 1.86643 1.04662 -3.69908 0.01
C 4.22958 -0.81076 1.44997 -0.02
C -2.95599 -3.50601 1.89732 -0.18
H -1.11722 2.46823 -5.53413 0.09
H -5.97224 -1.33218 -2.34205 0.07
C 2.83415 -4.42781 0.35841 0.06
H -4.43027 3.74621 -1.08711 0.09
C 2.06738 -0.90569 -2.01598 -0.62
C -0.90909 1.41380 -5.70722 -0.03
O 6.07899 -3.60431 -0.76357 0.03
H -3.74693 0.68220 1.89304 0.04
H 2.83778 4.88900 -2.51836 0.03
H -5.82850 -1.58973 1.69506 0.06
H 0.31621 4.07552 1.00203 0.07
H 0.86691 1.13438 3.90233 0.04
C -1.20366 -0.90823 -2.98576 -0.15
H 3.04339 -5.29949 0.95877 0.13
H 1.97686 5.02630 -0.96358 0.02
H -5.86000 -1.99416 -0.71716 0.05
C 2.28421 -2.15592 -1.18571 -0.06
H -3.54011 -0.89752 2.60962 0.02
H 1.05550 4.86525 -2.46540 0.03
C 3.60563 2.38334 -0.78142 -0.19
C 5.41897 -1.44365 1.75327 -0.09
C 0.95589 -1.11117 2.77328 -1.12
C 4.36314 -2.72338 3.51315 -0.09
O 5.41318 -5.26959 0.42735 0.03
H -3.82344 -0.00883 -1.91111 0.03
H -1.09581 2.28326 -3.03660 0.13
C 1.26513 2.05198 3.47173 -0.12
C 1.54133 -3.95802 0.23918 -0.07
H -3.61364 -1.73240 -2.00792 0.06
H 4.08591 1.47367 -1.12101 0.03
H -6.05488 0.07066 1.14005 0.05
C -1.13158 1.22335 -3.23284 -0.19
H 1.93932 3.61924 1.52033 0.07
Bi -0.41562 0.41895 0.22234 1.68
C -3.72825 3.54349 -0.28580 -0.10
C 0.91100 3.76005 1.85481 -0.11
H -4.30652 5.25032 0.88783 0.09
C 1.96609 4.56208 -1.94915 -0.23
C -1.13770 -0.67752 -4.32234 -0.05
C -4.01915 -0.36840 1.78192 -0.42
H -1.17640 -1.84317 -2.45128 0.10
N 0.40396 2.51050 2.39462 -0.28
C 3.55165 -2.65475 -1.11289 0.04
O 1.91283 -1.01296 -3.23828 0.00
H -2.68601 4.75344 2.69175 0.10
O -0.58327 -4.82200 0.41098 0.06
H 4.35899 -2.17157 -1.64642 0.13
H -4.11868 -3.25492 0.08907 0.06
H 0.11595 1.30598 -6.06364 0.09
C 1.18112 -2.75997 -0.47430 -0.32
N 5.19587 -4.24926 -0.21156 -0.37
H 1.34481 2.80753 4.27268 0.09
As 1.95159 2.62525 -1.73947 0.99
C -3.66107 4.38336 0.81496 -0.10
H -1.25300 1.72561 3.32169 0.05
H 0.90873 4.55338 2.62409 0.09
C -5.57876 -1.14379 -1.33986 -0.17
H 2.26396 1.84419 3.08686 0.08
S 1.59193 -2.28241 3.91389 1.02
H 4.41325 -3.46806 4.29682 0.10
H 1.52813 2.76934 -4.18485 0.03
C -2.75072 4.10342 1.82481 -0.06
H -6.08648 -0.26270 -0.94976 0.05
C -2.88205 2.44186 -0.36382 -0.16
C -5.52851 -0.55317 1.86116 -0.16
N 1.82764 -0.60740 1.95964 -0.02
H -5.87965 -0.26663 2.85559 0.07
O 2.12967 0.18285 -1.35314 -0.20
H 3.18661 2.23365 -3.83647 0.05
H -2.01419 -3.17437 2.33016 0.03
As -3.00303 -1.04032 0.24231 1.15
H -3.76824 -3.19164 2.55784 0.06
C 2.13511 2.09609 -3.57786 -0.19
O 0.50127 2.41423 -0.93597 -0.65
N 0.52430 -4.75130 0.91227 -0.34
H 3.37483 2.28386 0.27807 0.03
H -2.94314 1.80967 -1.24253 0.05
O 0.83458 -5.33365 1.94264 0.04
C -0.96316 2.67852 2.87449 -0.22
H -1.05512 -1.34315 -5.16213 0.12
H -2.37067 -3.38572 -0.17154 0.04
C -3.13737 -2.97393 0.48531 -0.41
O 0.03119 -2.23984 -0.44098 -0.18
C 3.08800 -1.14071 2.17737 -0.31
H 6.30547 -1.22312 1.17227 0.10
H -1.01968 3.44799 3.66573 0.12
H 4.13546 -0.10243 0.63996 0.09
N -1.09535 0.69034 -4.47118 -0.12
C 3.83925 -3.77201 -0.31560 -0.17
H 4.23363 3.25790 -0.95198 0.04
C 5.48668 -2.39507 2.77591 -0.10
H -1.59674 1.04213 -6.46570 0.09
C -4.07013 -0.94138 -1.40684 -0.42
H -2.93878 -4.59563 1.87524 0.07